Entry 1:
{
  "formula": "C5H10N2O",
  "method": "ωB97M-V/def2-TZVPD",
  "gap_ev": [8.228, 7.250],
  "fmax_ev_per_a": 2.889,
  "e_above_lowest_ev": 6.402,
  "charge": 0,
  "symbols": ["C", "C", "C", "N", "C", "C", "N", "O", "H", "H", "H", "H", "H", "H", "H", "H", "H", "H"],
  "positions_angstrom": [[-0.443, -0.183, 0.822], [1.027, 1.042, -0.802], [-1.652, 0.651, 0.506], [0.843, 0.027, 0.234], [0.178, -1.318, -0.210], [-0.261, -1.566, -1.498], [1.524, 0.821, 1.997], [2.132, 0.150, 2.722], [-0.387, -0.598, 1.824], [0.514, -2.171, 0.370], [1.811, 0.697, -1.476], [1.347, 1.975, -0.340], [0.136, 1.254, -1.397], [-2.505, 0.293, 1.084], [-1.484, 1.702, 0.755], [-1.929, 0.592, -0.549], [-0.500, -0.782, -2.200], [-0.351, -2.586, -1.842]],
  "forces_ev_per_a": [[0.0, -1.1, -1.3], [-0.1, -0.2, 0.0], [0.0, -0.1, -0.2], [-0.8, -1.6, -1.2], [0.2, 1.8, 2.2], [-0.3, 0.0, -1.1], [1.0, 0.8, 1.5], [-0.2, 0.0, -0.3], [0.0, 0.3, 0.0], [0.2, 0.2, 0.0], [0.0, 0.0, 0.0], [0.0, -0.1, 0.2], [0.0, 0.0, 0.0], [0.1, 0.0, 0.0], [0.0, -0.1, 0.0], [0.0, 0.0, 0.0], [0.0, 0.0, 0.0], [0.0, 0.0, 0.0]]
}

---

Entry 2:
{
  "formula": "C6H9N",
  "method": "ωB97M-V/def2-TZVPD",
  "gap_ev": 10.334,
  "fmax_ev_per_a": 0.449,
  "smiles": "CC1=N[C@H](C)C=C1",
  "e_above_lowest_ev": 0.781,
  "charge": 0,
  "symbols": ["C", "C", "N", "C", "C", "C", "C", "H", "H", "H", "H", "H", "H", "H", "H", "H"],
  "positions_angstrom": [[1.199, -0.601, -2.239], [0.643, -0.252, -0.891], [-0.601, 0.033, -0.720], [-0.830, 0.036, 0.717], [-1.859, 1.019, 1.260], [0.525, -0.065, 1.357], [1.403, -0.304, 0.372], [0.633, -0.104, -3.028], [2.260, -0.350, -2.341], [1.100, -1.682, -2.389], [-1.258, -0.970, 0.815], [-2.794, 0.901, 0.704], [-2.061, 0.787, 2.313], [-1.544, 2.066, 1.187], [0.718, -0.015, 2.424], [2.466, -0.499, 0.459]],
  "forces_ev_per_a": [[0.0, 0.0, -0.1], [-0.1, 0.1, -0.1], [0.4, 0.0, 0.0], [-0.1, 0.0, 0.1], [0.0, 0.0, 0.0], [0.0, -0.1, -0.2], [-0.1, 0.1, 0.1], [0.0, 0.0, 0.1], [-0.1, 0.0, 0.1], [0.1, 0.1, 0.0], [-0.2, -0.1, 0.4], [0.1, 0.1, 0.1], [0.1, 0.1, -0.2], [0.1, -0.2, 0.0], [-0.1, -0.1, -0.2], [-0.2, 0.0, 0.0]]
}

---

Entry 3:
{
  "formula": "C38H36MoN10O4S5",
  "method": "ωB97M-V/def2-TZVPD",
  "gap_ev": [3.575, 3.563],
  "fmax_ev_per_a": 0.693,
  "e_above_lowest_ev": 2.043,
  "charge": 0,
  "symbols": ["Mo", "O", "C", "O", "C", "C", "C", "N", "C", "C", "C", "C", "C", "C", "C", "N", "C", "C", "C", "C", "C", "N", "H", "H", "H", "H", "H", "H", "H", "H", "H", "H", "S", "C", "S", "C", "C", "S", "S", "S", "C", "C", "N", "C", "C", "N", "C", "C", "H", "H", "H", "H", "H", "H", "H", "H", "H", "H", "H", "H", "O", "N", "C", "C", "N", "C", "N", "C", "C", "N", "C", "C", "C", "O", "C", "C", "C", "C", "N", "C", "H", "H", "H", "H", "H", "H", "H", "H", "H", "H", "H", "H", "H", "H"],
  "positions_angstrom": [[-0.065, -0.168, -0.545], [-4.508, 4.806, -2.588], [-3.584, 4.394, -3.309], [-3.239, 4.653, -4.472], [-2.760, 3.242, -2.657], [-1.700, 2.667, -3.332], [-0.971, 1.659, -2.722], [-1.236, 1.287, -1.451], [-2.319, 1.792, -0.809], [-3.098, 2.762, -1.397], [-2.520, 1.257, 0.546], [-3.543, 1.684, 1.384], [-3.610, 1.204, 2.676], [-2.642, 0.308, 3.111], [-1.672, -0.091, 2.220], [-1.603, 0.360, 0.960], [-0.003, 0.797, -3.392], [0.259, 0.879, -4.755], [0.966, -0.129, -5.375], [1.364, -1.222, -4.616], [1.113, -1.223, -3.262], [0.493, -0.210, -2.628], [-1.509, 3.027, -4.334], [-3.966, 3.206, -0.927], [-4.272, 2.394, 1.022], [-4.405, 1.525, 3.336], [-2.654, -0.095, 4.114], [-0.919, -0.817, 2.504], [-0.131, 1.709, -5.325], [1.168, -0.086, -6.436], [1.857, -2.071, -5.067], [1.399, -2.064, -2.645], [-0.771, -2.923, 9.096], [-0.483, -2.801, 7.517], [0.749, -1.747, 6.854], [0.508, -2.071, 5.162], [-0.571, -3.091, 4.878], [-0.977, -3.611, 3.404], [-1.379, -3.685, 6.304], [1.380, -1.320, 4.027], [1.950, 2.339, -0.926], [2.892, 3.466, -0.432], [2.671, 3.729, 0.989], [1.248, 3.981, 1.195], [0.427, 2.704, 0.894], [1.275, 1.681, 0.223], [2.326, 1.293, 1.202], [3.044, 2.546, 1.759], [2.499, 1.576, -1.478], [1.174, 2.727, -1.586], [2.714, 4.387, -0.988], [3.939, 3.194, -0.571], [0.946, 4.802, 0.542], [1.091, 4.307, 2.225], [-0.414, 2.937, 0.248], [0.041, 2.255, 1.809], [3.040, 0.646, 0.700], [1.848, 0.711, 1.991], [4.126, 2.417, 1.713], [2.778, 2.723, 2.802], [-1.141, -1.833, -1.061], [-1.986, -2.429, -0.272], [-1.898, -3.730, -0.297], [-0.864, -4.377, -1.059], [-0.018, -4.842, -1.684], [-2.806, -4.497, 0.497], [-3.535, -5.110, 1.140], [4.616, -2.620, -4.149], [4.952, -3.301, -2.831], [5.780, -2.476, -1.958], [7.162, -2.210, -2.359], [7.371, -0.796, -2.883], [5.373, -1.973, -0.773], [6.097, -1.316, -0.040], [3.955, -2.224, -0.334], [3.655, -3.249, 0.552], [2.364, -3.339, 1.046], [1.445, -2.381, 0.686], [1.727, -1.378, -0.168], [2.962, -1.330, -0.686], [3.996, -3.279, -4.759], [5.518, -2.391, -4.717], [4.073, -1.689, -3.977], [5.486, -4.236, -3.023], [4.040, -3.567, -2.300], [7.424, -2.949, -3.117], [7.801, -2.376, -1.492], [6.752, -0.600, -3.759], [8.415, -0.653, -3.164], [7.125, -0.071, -2.108], [4.419, -3.956, 0.850], [2.073, -4.120, 1.735], [0.444, -2.393, 1.109], [3.162, -0.529, -1.386]],
  "forces_ev_per_a": [[0.0, 0.5, 0.1], [0.2, 0.2, 0.0], [-0.4, -0.5, -0.2], [0.1, 0.2, 0.1], [0.1, 0.3, 0.0], [-0.1, 0.1, 0.0], [-0.1, 0.0, 0.1], [0.1, -0.1, 0.1], [0.0, 0.1, -0.1], [0.0, 0.0, 0.0], [0.0, 0.1, 0.1], [-0.1, 0.1, -0.1], [0.0, 0.0, 0.1], [-0.1, 0.1, 0.1], [0.2, -0.1, -0.2], [0.0, -0.1, -0.1], [0.1, 0.0, -0.1], [0.0, 0.0, 0.0], [0.0, 0.0, 0.0], [0.0, 0.0, 0.0], [0.0, 0.0, 0.1], [-0.3, -0.1, 0.2], [0.0, 0.0, 0.0], [0.0, 0.0, 0.0], [0.0, 0.0, 0.0], [0.0, 0.0, 0.0], [0.0, 0.0, 0.0], [0.0, 0.0, 0.0], [0.0, 0.0, 0.0], [0.0, 0.0, 0.0], [0.0, 0.0, 0.0], [0.0, 0.0, 0.0], [0.0, 0.0, 0.0], [0.0, 0.0, -0.1], [0.0, -0.1, -0.1], [0.0, 0.0, 0.1], [0.0, 0.0, -0.1], [0.0, 0.0, 0.1], [0.1, 0.0, 0.0], [0.0, 0.0, 0.1], [0.0, 0.0, 0.0], [0.0, 0.0, 0.0], [0.0, 0.0, 0.0], [0.0, 0.0, 0.0], [0.0, 0.0, 0.0], [0.0, 0.0, 0.0], [0.0, 0.0, 0.0], [0.0, 0.0, 0.0], [0.0, 0.0, 0.0], [0.0, 0.0, 0.0], [0.0, 0.0, 0.0], [0.0, 0.0, 0.0], [0.0, 0.0, 0.0], [0.0, 0.0, 0.0], [0.0, 0.0, 0.0], [0.0, 0.0, 0.0], [0.0, 0.0, 0.0], [0.0, 0.0, 0.0], [0.0, 0.0, 0.0], [0.0, 0.0, 0.0], [0.2, -0.5, -0.3], [0.0, 0.0, 0.3], [0.1, 0.0, -0.1], [-0.1, 0.0, -0.2], [0.1, 0.0, 0.1], [-0.1, 0.1, 0.0], [0.0, 0.0, 0.0], [0.0, 0.0, 0.0], [0.0, 0.0, 0.0], [0.0, 0.0, 0.0], [0.0, 0.0, 0.0], [0.0, 0.0, 0.0], [0.0, 0.0, -0.1], [0.0, 0.0, 0.0], [0.1, 0.0, 0.1], [0.0, 0.0, -0.1], [0.1, 0.0, 0.0], [-0.1, 0.1, -0.1], [-0.2, -0.1, 0.0], [-0.1, 0.0, 0.0], [0.0, 0.0, 0.0], [0.0, 0.0, 0.0], [0.0, 0.0, 0.0], [0.0, 0.0, 0.0], [0.0, 0.0, 0.0], [0.0, 0.0, 0.0], [0.0, 0.0, 0.0], [0.0, 0.0, 0.0], [0.0, 0.0, 0.0], [0.0, 0.0, 0.0], [0.0, 0.0, 0.0], [0.0, 0.0, 0.0], [0.1, 0.0, 0.0], [0.0, 0.0, 0.0]]
}

---

Entry 4:
{
  "formula": "C14H15IN5O6SV",
  "method": "ωB97M-V/def2-TZVPD",
  "gap_ev": [4.364, 4.363],
  "fmax_ev_per_a": 1.924,
  "e_above_lowest_ev": 0.087,
  "charge": 2,
  "symbols": ["V", "O", "C", "O", "C", "C", "C", "C", "C", "N", "H", "H", "H", "H", "C", "C", "C", "C", "N", "N", "C", "H", "H", "H", "H", "H", "H", "H", "H", "I", "C", "C", "N", "N", "C", "H", "H", "H", "O", "S", "O", "O", "O"],
  "positions_angstrom": [[-0.032, 0.811, -0.130], [-1.177, 0.529, 3.578], [-0.993, 0.213, 2.465], [-0.244, 1.006, 1.556], [-1.444, -0.984, 1.704], [-2.144, -2.017, 2.280], [-2.500, -3.091, 1.466], [-2.141, -3.073, 0.129], [-1.439, -1.984, -0.373], [-1.098, -0.960, 0.405], [-2.396, -1.976, 3.331], [-3.050, -3.928, 1.876], [-2.397, -3.891, -0.531], [-1.145, -1.926, -1.414], [4.243, -2.076, -1.638], [3.452, -1.242, -0.705], [3.788, -0.694, 0.541], [2.703, 0.026, 0.976], [1.693, -0.080, 0.034], [2.200, -0.873, -0.957], [2.614, 0.836, 2.220], [5.257, -1.686, -1.707], [3.803, -2.100, -2.633], [4.303, -3.095, -1.252], [4.732, -0.798, 1.049], [1.705, -0.959, -1.833], [3.599, 0.870, 2.679], [1.929, 0.397, 2.944], [2.299, 1.859, 2.021], [-4.308, 5.202, -0.594], [-3.421, 3.354, -0.660], [-3.834, 2.241, -1.375], [-2.954, 1.263, -1.142], [-1.987, 1.663, -0.291], [-2.263, 2.943, -0.008], [-4.687, 2.089, -2.015], [-2.976, 0.321, -1.495], [-1.620, 3.512, 0.646], [1.687, 1.450, -2.959], [0.435, 1.771, -2.394], [-0.604, 2.438, -3.065], [-0.196, 0.319, -1.806], [0.611, 2.322, -0.921]],
  "forces_ev_per_a": [[0.1, 1.0, 1.6], [0.0, -0.1, 0.1], [0.0, 0.2, -0.3], [-0.1, -0.3, 0.7], [0.0, -0.1, 0.2], [0.0, 0.0, 0.0], [0.0, 0.0, 0.0], [0.0, 0.0, 0.0], [0.0, -0.1, -0.1], [0.0, 0.0, -0.2], [0.0, 0.0, 0.0], [0.0, 0.0, 0.0], [0.0, 0.0, 0.0], [0.0, 0.0, 0.0], [0.0, 0.0, 0.0], [0.0, 0.0, 0.0], [0.0, 0.0, -0.1], [-0.1, 0.0, 0.0], [0.2, -0.1, 0.1], [0.0, 0.1, -0.1], [0.0, 0.0, 0.0], [0.0, 0.0, 0.0], [0.0, 0.0, 0.0], [0.0, 0.0, 0.0], [0.0, 0.0, 0.0], [0.0, 0.0, 0.0], [0.0, 0.0, 0.0], [0.0, 0.0, 0.0], [0.0, 0.0, 0.0], [0.0, 0.0, 0.0], [0.0, -0.1, 0.0], [0.0, 0.1, 0.0], [0.0, -0.1, 0.0], [0.2, -0.1, -0.2], [0.0, 0.1, 0.2], [0.0, 0.0, 0.0], [0.0, 0.0, -0.1], [0.0, 0.0, 0.0], [0.0, 0.0, 0.0], [-0.2, -0.3, -0.3], [0.0, 0.1, 0.0], [0.1, 0.0, -1.3], [-0.2, -0.4, -0.4]]
}